[1]
Density functional theory data (ωB97M-V/def2-TZVPD) for C3H6KO5 as an isolated structure at a distorted geometry.

Calculated values
Energy above the lowest of the compared OMol25 structures with the same formula, charge and spin   28.1 kcal/mol
HOMO-LUMO gap   2.750 eV
Spin multiplicity   1
Largest force on an atom   3.92 eV/Å
Total charge   -1
HOMO   -2.188 eV

Geometry as XYZ:
```
15
C3H6KO5 | OMol25 | ωB97M-V/def2-TZVPD
K -0.08395 3.86208 0.54874
O -1.97062 1.60218 0.33842
O 0.23237 -6.32800 -0.45231
O -0.08082 0.97075 -0.61019
O -1.29910 -3.66379 -2.04953
O -1.89034 -0.37237 -0.64501
C -1.99581 -2.63173 -1.46965
C -1.29304 0.78153 -0.33476
C -1.11586 -1.39898 -1.26877
H -2.42201 -2.89738 -0.47250
H -0.25160 -1.64574 -0.63399
H -2.86813 -2.31303 -2.08626
H 1.11350 -6.01975 -0.22879
H -0.26032 -5.46697 -0.97008
H -0.74178 -1.04108 -2.24008
```



[2]
Density functional theory data (ωB97M-V/def2-TZVPD) for C33H43AsFN3OScSi as an isolated structure at a distorted geometry.

Calculated values
Energy above the lowest of the compared OMol25 structures with the same formula, charge and spin   16.0 kcal/mol
HOMO-LUMO gap   8.274 eV
Spin multiplicity   1
Largest force on an atom   1.42 eV/Å
Total charge   +1
HOMO   -10.448 eV

Geometry as XYZ:
```
84
C33H43AsFN3OScSi | OMol25 | ωB97M-V/def2-TZVPD
As 0.88668 -1.38810 0.46467
Sc -1.23090 0.21948 -0.66121
Si -2.29380 0.51233 2.56608
F -1.92983 2.22837 -1.34065
O 0.04216 0.33013 -2.00422
N -1.66460 1.26333 1.11541
N -3.58847 -0.00445 -1.03788
N -1.75712 -1.93627 -1.65211
C 3.21937 -0.18035 -0.38832
C -2.33145 -1.33648 2.24918
C 1.97027 -2.20203 -0.90898
C 4.22744 0.76609 -0.52402
C 2.19923 -3.77247 4.31169
C 4.15977 1.94834 0.20189
C -0.58476 1.23136 -4.11614
C -1.82218 5.44070 0.35201
C -1.89076 4.50910 -0.67705
C 4.06773 -1.92149 -2.04654
C 1.65486 -2.49934 4.41603
C 2.08159 1.25473 1.20313
C -4.04336 1.08102 2.85167
C 1.69653 0.31507 -3.74928
C -1.64799 3.63437 1.95910
C 2.68279 -3.84124 -2.50487
C 1.26550 -1.82085 3.27132
C 1.42770 -2.40221 2.01943
C 3.09444 2.19700 1.05747
C 0.55259 1.08850 -3.11073
C -1.70708 4.99071 1.65957
C 1.97703 -3.67394 1.91305
C -1.70810 2.65843 0.95517
C 1.74096 -3.38757 -1.58863
C 2.35764 -4.35489 3.06414
C 3.12719 -1.45383 -1.13572
C 2.16113 0.07343 0.48659
C 1.05516 2.44855 -2.60647
C -3.18556 -2.26840 -1.77905
C 3.84293 -3.10908 -2.72598
C -3.95074 -0.99612 -2.06799
C -1.33520 0.84812 4.12504
C -1.84474 3.18995 -0.31937
H -3.65783 -0.58970 -3.03891
H 4.94524 2.68457 0.09361
H -1.85809 6.49732 0.12953
H 2.12940 2.42497 -2.41883
H -1.76345 0.24049 4.92835
H -0.27652 0.60075 4.05481
H -5.02411 -1.18971 -2.10525
H 2.55543 0.27507 -3.08387
H -3.96818 0.91165 -1.25643
H -1.97721 4.79065 -1.71746
H 2.51869 -4.77042 -3.03415
H -0.84472 0.25682 -4.53749
H -1.53520 3.33033 2.98889
H 4.57895 -3.46760 -3.43313
H -3.19142 -1.76872 2.76837
H 2.78834 -5.34407 2.97935
H 0.85371 -0.82496 3.36288
H 1.53668 -2.03247 5.38509
H 1.39591 -0.70813 -3.98610
H -4.70575 0.75711 2.04282
H -0.29587 1.88177 -4.94347
H 0.57740 2.73210 -1.66801
H -3.51725 -2.69299 -0.82867
H 1.23877 1.45398 1.85575
H 0.85435 -3.98390 -1.40020
H -1.23233 -2.72109 -1.28235
H 4.97322 -1.35888 -2.23349
H 0.86052 3.24468 -3.32716
H 3.04935 3.12666 1.60906
H 2.00981 0.80368 -4.67458
H -4.43801 0.66716 3.78267
H 5.06098 0.59173 -1.19213
H -1.65459 5.70700 2.46846
H -3.99675 -0.26065 -0.14158
H 2.50404 -4.30577 5.20210
H -1.39907 1.88695 4.44727
H -3.37738 -3.01404 -2.55331
H 2.12870 -4.14161 0.94956
H -2.44537 -1.61241 1.19303
H -4.11642 2.16866 2.91682
H -1.44275 -1.85425 2.61452
H -1.47416 1.66302 -3.65378
H -1.34111 -1.73578 -2.56001
```



[3]
Density functional theory data (ωB97M-V/def2-TZVPD) for ClH3NPS as an isolated structure at a distorted geometry.

Calculated values
Energy above the lowest of the compared OMol25 structures with the same formula, charge and spin   38.1 kcal/mol
HOMO-LUMO gap   9.309 eV
Spin multiplicity   1
Largest force on an atom   2.01 eV/Å
Total charge   0
HOMO   -8.880 eV

Geometry as XYZ:
```
7
ClH3NPS | OMol25 | ωB97M-V/def2-TZVPD
Cl -2.26026 -0.28152 0.10586
S 0.62570 -1.37502 -0.50872
P -0.72926 0.92868 -0.49886
N 0.58964 0.13811 0.26023
H 1.35732 -2.20352 0.28327
H -0.85922 1.95339 0.39312
H 1.27607 0.83988 -0.03491
```



[4]
Density functional theory data (ωB97M-V/def2-TZVPD) for C14H20Cl2O6STc as an isolated structure at a distorted geometry.

Calculated values
Energy above the lowest of the compared OMol25 structures with the same formula, charge and spin   22.6 kcal/mol
HOMO-LUMO gap (spin up / spin down)   7.699 / 7.383 eV
Spin multiplicity   2
Largest force on an atom   1.34 eV/Å
Total charge   +2
HOMO (spin up / spin down)   -16.333 / -16.257 eV
Expectation value of S²   0.7564

Geometry as XYZ:
```
44
C14H20Cl2O6STc | OMol25 | ωB97M-V/def2-TZVPD
Tc 0.99281 -0.17284 0.13476
Cl 3.93363 2.16323 -0.38447
Cl 2.08111 0.56351 -2.06031
S -0.21900 3.01430 -0.36036
O 4.74199 -1.29582 -0.46204
O 0.33374 1.65327 0.20357
O 2.79143 -0.61565 0.42711
O 0.80175 -1.70802 -0.84651
O -0.32710 -3.45565 -1.68758
O -1.17993 -0.47588 -0.05082
C -1.04476 2.56010 -1.86131
C -1.61280 -1.56850 -0.93645
C -1.47431 -0.20248 3.16556
C 3.86274 -0.51221 -0.42070
C -0.37490 -2.38960 -1.19302
C 0.84098 0.16598 2.59331
C -2.67880 -2.42004 -0.27692
C 3.74317 0.68507 -1.32669
C -1.31652 -1.57974 2.94329
C 1.12170 3.95849 -1.01448
C -2.07607 -0.97300 -2.25332
C 1.00048 -1.22084 2.36028
C -0.41540 0.66313 2.97478
C -0.10238 -2.08537 2.51888
H -2.14195 -2.25214 3.14329
H 0.02920 -3.15058 2.37139
H 1.71302 0.81146 2.63713
H -1.94402 2.00920 -1.59369
H -0.53170 1.71687 3.19392
H 0.66278 4.84457 -1.46173
H -2.30177 -1.77807 -2.95252
H 1.98736 -1.63206 2.20438
H -2.97966 -0.38190 -2.10116
H -1.31709 3.47979 -2.38255
H -2.35936 -2.77598 0.70189
H 4.49105 0.67568 -2.11005
H -3.60980 -1.86003 -0.17527
H 1.67390 3.38506 -1.74908
H -2.42390 0.17803 3.52026
H -1.30100 -0.34422 -2.69762
H -1.58662 -0.61027 0.82136
H -0.37106 1.96007 -2.47008
H -2.86673 -3.29139 -0.90167
H 1.75377 4.26444 -0.18475
```



[5]
Density functional theory data (ωB97M-V/def2-TZVPD) for a single C3H6N2O2S molecule at a distorted geometry.

Calculated values
Energy above the lowest of the compared OMol25 structures with the same formula, charge and spin   122.0 kcal/mol
HOMO-LUMO gap (spin up / spin down)   7.677 / 7.676 eV
Spin multiplicity   1
Largest force on an atom   4.29 eV/Å
Total charge   0
HOMO (spin up / spin down)   -7.709 / -7.709 eV

Geometry as XYZ:
```
14
C3H6N2O2S | OMol25 | ωB97M-V/def2-TZVPD
S 0.05851 -2.15625 -0.09482
O 3.31861 -0.33354 0.46273
O 0.07857 0.70598 -0.78260
N -1.46880 0.22264 1.06458
N 1.12420 0.05494 -0.05219
C -1.13255 -1.33132 -0.77651
C 2.35191 0.25211 -0.25243
C -1.23126 0.13313 -0.29134
H -1.70485 -1.87136 -1.57124
H -1.65557 1.17501 1.35346
H 2.88822 -0.68240 1.23458
H -1.76510 0.82575 -0.98196
H 2.60179 0.91000 -1.15472
H -0.77461 -0.31401 1.54379
```



[6]
Density functional theory data (ωB97M-V/def2-TZVPD) for a 14-piece molecular cluster, H27O14 overall at a distorted geometry.

Calculated values
Energy above the lowest of the compared OMol25 structures with the same formula, charge and spin   124.9 kcal/mol
HOMO-LUMO gap   8.643 eV
Spin multiplicity   1
Largest force on an atom   9.19 eV/Å
Total charge   -1
HOMO   -6.195 eV

Geometry as XYZ:
```
41
H27O14 | OMol25 | ωB97M-V/def2-TZVPD
O 0.75690 -3.48665 -1.59062
O -2.36488 -0.21953 2.13483
O 1.91207 -3.60715 0.77075
O -1.93397 -2.74043 -2.75447
O -3.33657 2.84546 2.75673
O -1.54308 -0.27647 -0.79623
O -0.36577 0.04240 -3.14759
O 3.07844 -2.02282 2.55681
O 2.36650 0.54352 -3.23466
O 3.15145 2.38868 0.52330
O -2.75325 2.54718 -0.05649
O 0.91340 1.78581 -1.19605
O 0.04098 0.41892 2.18221
O 1.06730 2.18829 3.66229
H -0.67966 0.08015 -4.06708
H 3.01491 -1.04366 2.28569
H -0.77775 0.67767 1.72612
H 2.23025 2.09564 0.68696
H -2.27623 -3.04166 -3.51150
H 1.68460 -3.40945 -0.02132
H -2.24718 1.84613 -0.48847
H -1.10220 0.34299 -0.23468
H 1.18954 -3.63441 1.36202
H 0.24187 -4.38325 -1.59018
H -2.31291 -1.08857 1.82478
H -2.77288 2.29726 3.40656
H 3.11668 -2.46019 1.66762
H 1.60866 1.15435 -1.07708
H 1.30885 0.47570 -3.14810
H -0.06991 -0.60018 2.34399
H -1.29572 -1.85237 -2.63222
H 0.45025 1.52977 -1.98583
H -2.86267 3.32401 2.07846
H 1.99295 2.07107 3.23090
H 2.32317 0.73567 -4.13684
H 3.18816 2.55835 -0.41071
H 0.12964 -2.94703 -2.14904
H -2.62139 3.17449 -0.93510
H -1.55195 0.01100 -1.76014
H 0.33848 1.93890 2.99724
H -3.23707 -0.25958 2.72712
```



[7]
Density functional theory data (ωB97M-V/def2-TZVPD) for a single C3H10N2O molecule at a distorted geometry.

Calculated values
Energy above the lowest of the compared OMol25 structures with the same formula, charge and spin   27.1 kcal/mol
HOMO-LUMO gap   10.552 eV
Spin multiplicity   1
Largest force on an atom   2.84 eV/Å
Total charge   0
HOMO   -9.512 eV

Geometry as XYZ:
```
16
C3H10N2O | OMol25 | ωB97M-V/def2-TZVPD
O 0.81613 0.80785 2.07248
N 0.84043 -1.49909 -1.83309
N 0.72612 -0.43185 0.12764
C -0.11391 0.21730 1.19808
C -1.12790 1.28443 0.80968
C -0.03450 -0.57149 -1.06318
H -0.11889 0.37350 -1.60666
H 1.75603 -1.06144 -1.91650
H -0.63160 -0.57735 1.74520
H -1.97466 0.85605 0.26471
H 0.95380 -1.37399 0.44432
H 0.47697 -1.64003 -2.77395
H -1.01110 -1.04525 -0.93548
H -0.66660 2.07077 0.20345
H -1.52983 1.77257 1.70495
H 1.63951 0.81803 1.55837
```



[8]
Density functional theory data (ωB97M-V/def2-TZVPD) for a 3-piece molecular cluster, C30H38BIN2O4 overall at a distorted geometry.

Calculated values
HOMO-LUMO gap   8.433 eV
Spin multiplicity   1
Largest force on an atom   4.52 eV/Å
Total charge   0
HOMO   -9.256 eV

Geometry as XYZ:
```
76
C30H38BIN2O4 | OMol25 | ωB97M-V/def2-TZVPD
I 3.01248 -0.61347 -2.53161
O 3.37015 -0.49228 5.86907
O 1.09147 1.18968 -0.60793
O 4.27937 -2.96253 2.63775
O -1.04905 2.99581 2.18780
N 4.78738 -1.04222 3.93933
N 0.87653 4.21609 1.03160
C 2.84030 0.20749 3.41761
C 4.69773 -1.87630 -0.36766
C 2.69744 -0.38888 0.68236
C -1.36084 -3.48931 1.24007
C 1.91421 1.43315 3.28185
C 3.28610 1.03365 -5.71060
C -0.02169 0.31789 -0.94906
C 2.98951 2.36766 -5.97255
C -1.92274 -1.16612 -0.02299
C 3.62015 -0.43266 4.64984
C 1.34005 1.71799 1.85722
C -6.75322 1.71286 3.24784
C -2.40386 1.36770 -0.22333
C 4.09291 -1.74161 2.80844
C -8.45741 0.27214 2.33674
C 3.90224 0.71644 -8.01879
C 3.73766 0.20723 -6.73456
C -8.02977 1.16362 3.31568
C 4.72107 -3.50912 -0.33336
C 3.15055 2.87598 -7.25760
C 3.15703 -1.32807 -0.48656
C -1.23455 0.31490 0.09277
C -6.33579 0.48822 1.21450
C -3.36138 -2.05605 2.03304
C 3.18672 -0.63669 2.15664
C 1.71717 0.83401 0.60416
C -5.90681 1.37688 2.19550
C 3.61091 2.05198 -8.28000
C -7.60894 -0.06805 1.28729
C -1.86581 -1.95494 1.40221
B 0.31497 3.00565 1.72419
H -1.16046 -1.46863 2.15558
H -3.13280 1.39885 0.66035
H 3.75983 -3.95908 0.07949
H -8.69208 1.42998 4.13296
H 5.27851 -1.39980 0.48605
H 2.63277 3.01064 -5.17478
H 0.85016 5.03591 1.65365
H -2.27232 -4.17638 1.08351
H 5.29790 -1.61812 -1.32185
H -2.01889 2.41719 -0.44668
H 2.91773 3.91589 -7.46231
H 5.07146 -3.94757 -1.32406
H -0.87091 -3.85377 2.22249
H -2.98985 0.97841 -1.13690
H -9.45195 -0.15780 2.39105
H 1.86590 4.02389 0.81687
H -4.91250 1.80808 2.14035
H -1.39093 -1.84506 -0.76996
H -3.01235 -1.06771 -0.34436
H -1.09518 2.64071 3.10432
H 2.51672 -2.29023 -0.43388
H -3.77609 -0.99434 2.18938
H 3.74154 2.44998 -9.28051
H 3.96240 -0.83486 -6.53133
H 4.25759 0.07273 -8.81650
H -5.67648 0.22819 0.39240
H -7.94068 -0.76593 0.52596
H 5.05214 -1.84388 4.53717
H 5.54344 -3.76805 0.43887
H -0.93946 0.42126 1.18753
H -0.62708 -3.61330 0.35744
H 3.16411 0.63793 -4.70726
H -3.28613 -2.63676 3.02768
H 1.66387 2.04599 4.21055
H -0.43408 0.58996 -1.98574
H -6.41819 2.40362 4.01411
H -3.97983 -2.62783 1.25301
H 0.41989 -0.74885 -1.04151
```